C4H12N2S2 | the ωB97M-V functional and the def2-TZVPD basis

Bonds (Å) are listed after each position.
Atoms and positions in Å:
1 N -1.876 -0.482 3.787  C2 1.489, H9 0.954, H10 1.006
2 C -1.532 -1.256 2.562  N1 1.489, C3 1.611, H11 1.116, H12 1.098
3 C -1.606 -0.473 1.156  C2 1.611, S4 1.887, H13 1.097, H14 1.100
4 S -0.195 0.775 1.045  C3 1.887, S5 2.165
5 S 1.348 -0.425 0.114  S4 2.165, C6 1.855
6 C 1.239 -0.151 -1.717  S5 1.855, C7 1.533, H15 1.106, H16 1.141
7 C 1.878 1.140 -2.243  C6 1.533, N8 1.513, H17 1.124, H18 1.141
8 N 1.601 1.344 -3.716  C7 1.513, H19 1.007, H20 1.008
9 H -1.125 -0.074 4.211  N1 0.954
10 H -2.713 -0.716 4.295  N1 1.006
11 H -0.508 -1.685 2.673  C2 1.116
12 H -2.238 -2.079 2.384  C2 1.098
13 H -1.695 -1.143 0.292  C3 1.097
14 H -2.521 0.131 1.072  C3 1.100
15 H 0.237 -0.397 -2.118  C6 1.106
16 H 1.811 -1.074 -2.067  C6 1.141
17 H 2.965 0.904 -2.088  C7 1.124
18 H 1.450 1.974 -1.593  C7 1.141
19 H 1.032 2.169 -3.811  N8 1.007
20 H 2.446 1.517 -4.238  N8 1.008

## Properties
SMILES: NCCSSCCN
multiplicity: 1

Results of the natural (NBO) charge analysis, in e, for atoms 1 through 4: N -0.88; C -0.23; C -0.52; S 0.05

C4H12N3 | the ωB97M-V functional and the def2-TZVPD basis

Bonds (Å) are listed after each position.
Atoms and positions in Å:
1 C 1.715 -0.705 -0.274  C2 1.500, N7 1.446, H8 1.092, H9 1.108
2 C 0.227 -0.856 -0.392  C1 1.500, C3 1.489, H10 1.094
3 C -0.614 0.293 -0.827  C2 1.489, C4 1.548, N6 1.450, H15 1.101
4 C -0.988 1.003 0.498  C3 1.548, N5 1.512, H12 1.089, H13 1.097
5 N -1.414 -0.027 1.519  C4 1.512, H11 1.041, H14 1.018
6 N -1.823 0.189 -1.621  C3 1.450, H16 1.013, H17 1.013
7 N 2.247 0.103 0.800  C1 1.446, H18 1.010, H19 0.997
8 H 2.248 -1.657 -0.328  C1 1.092
9 H 1.985 -0.185 -1.215  C1 1.108
10 H -0.073 -1.838 -0.767  C2 1.094
11 H -0.793 -0.844 1.344  N5 1.041
12 H -1.828 1.694 0.436  C4 1.089
13 H -0.112 1.548 0.871  C4 1.097
14 H -1.130 0.338 2.426  N5 1.018
15 H -0.033 1.071 -1.345  C3 1.101
16 H -2.558 -0.414 -1.269  N6 1.013
17 H -1.610 -0.036 -2.585  N6 1.013
18 H 2.976 -0.280 1.384  N7 1.010
19 H 1.576 0.602 1.345  N7 0.997

## Properties
net charge: +1
multiplicity: 1

Results of the natural (NBO) charge analysis, in e, for atoms 1 through 4: C -0.36; C 0.37; C -0.23; C -0.21

no.,HOMO (eV),E (Eh),LUMO (hartree)
1,-8.7,-1065.45199,0.027
2,-14.0,-323.47962,-0.279